Run i
DFT (ωB97M-V/def2-TZVPD) results for one molecule with the formula C3H8N2S.

Last column: natural (NBO) charge in e.
CARTESIAN COORDINATES (ANGSTROEM)
N: 0.18089 -1.30856 -1.84366  -0.66
N: 0.22066 0.01522 -1.29377  -0.47
C: 0.01511 0.05711 0.10800  0.09
S: -1.48584 -1.04175 0.85033  -0.20
C: 1.08331 0.35162 1.13361  -0.44
C: 0.08053 1.39446 0.92139  -0.43
H: 1.00243 -1.78471 -1.73426  0.34
H: -0.51393 -1.94631 -1.43666  0.35
H: -0.57962 0.57958 -1.83900  0.36
H: -2.64511 -0.53859 0.35506  0.13
H: 2.09658 0.49284 0.79866  0.24
H: 0.96938 -0.04694 2.13024  0.23
H: -0.69667 1.53735 1.67426  0.24
H: 0.27229 2.23868 0.17578  0.22

Calculated values
**LUMO level**: 0.81 eV
**Structure (SMILES)**: NNC1(S)CC1

Run ii
DFT (ωB97M-V/def2-TZVPD) results for C3H8N2S as an isolated structure.

Last column: natural (NBO) charge in e.
CARTESIAN COORDINATES (ANGSTROEM)
C: -2.18298 -0.55091 0.08177  -0.40
C: 0.25714 -0.28510 -0.01682  0.45
C: 0.45546 1.24420 -0.11175  -0.75
H: -2.55068 -0.27674 -0.99597  0.21
H: -3.03642 -1.04185 0.53099  0.22
H: -2.16538 0.69392 0.59267  0.13
H: 1.18082 1.59543 -1.04858  0.25
H: -0.56267 1.91990 -0.39152  0.24
H: 1.05067 1.51157 0.96549  0.25
H: 1.09513 -1.81224 -0.72214  0.41
H: 2.81304 -0.75636 1.40976  0.10
N: -0.80354 -0.92754 0.10431  -0.51
N: 1.46507 -0.95787 -0.45595  -0.80
S: 2.98435 -0.35640 0.05774  0.20

Calculated values
**LUMO level**: 0.77 eV

Winner for stability: run i

Run i
DFT (ωB97M-V/def2-TZVPD) results for C4H3ClN2S as an isolated structure.

Last column: natural (NBO) charge in e.
CARTESIAN COORDINATES (ANGSTROEM)
C: -1.24766 -0.07644 0.33578  -0.09
C: -0.03649 0.01730 -0.30694  -0.12
C: 0.20430 -0.17088 1.84797  0.35
C: 2.08601 0.20406 5.18956  -0.29
N: -1.08388 -0.23381 1.69443  -0.49
N: 0.93317 -0.01930 0.71247  -0.59
S: 1.47007 -0.55202 3.80334  0.26
Cl: 1.60072 1.70048 5.65895  0.11
H: -2.08092 -0.05067 -0.28395  0.21
H: 0.46794 0.10805 -1.21883  0.22
H: 1.88266 0.33017 0.59927  0.43

Calculated values
**LUMO level**: -1.12 eV

Run ii
DFT (ωB97M-V/def2-TZVPD) results for one molecule with the formula C4H3ClN2S.

Last column: natural (NBO) charge in e.
CARTESIAN COORDINATES (ANGSTROEM)
S: -1.45535 1.35298 -1.83161  0.05
C: 0.07874 1.39061 -0.95848  -0.21
C: 0.17896 0.23417 -0.10093  -0.03
N: -0.67514 -0.87466 -0.19577  -0.50
C: -0.19149 -1.75942 0.64039  0.24
N: 0.96610 -1.31558 1.27282  -0.48
C: 1.12642 -0.05516 0.90719  0.11
Cl: 2.33012 0.92792 1.28746  0.13
H: -2.37718 0.50537 -0.79718  0.23
H: 0.68904 2.28289 -1.00513  0.25
H: -0.67022 -2.68912 0.78125  0.20

Calculated values
**LUMO level**: -1.57 eV
**Structure (SMILES)**: S/C=C1\N=CN=C1Cl

Winner for stability: run ii

Run i
DFT (ωB97M-V/def2-TZVPD) results for a 8-piece molecular cluster, H16O8 overall.

Last column: natural (NBO) charge in e.
CARTESIAN COORDINATES (ANGSTROEM)
O: 14.39919 -31.88968 7.19198  -0.95
H: 14.96188 -32.51279 6.73228  0.45
H: 13.63726 -32.40479 7.45725  0.49
O: 10.15404 -30.40674 8.99583  -1.22
H: 9.77988 -31.06230 9.58444  0.45
H: 9.41084 -30.09684 8.47828  0.37
O: 12.83369 -33.88609 5.56396  -0.94
H: 12.84857 -34.28892 6.43214  0.47
H: 13.52548 -34.33587 5.07882  0.46
O: 11.71639 -32.85162 8.26445  -1.01
H: 10.98693 -33.14732 7.71976  0.49
H: 11.43048 -32.00599 8.61001  0.49
O: 8.80355 -35.37377 7.16900  -0.99
H: 9.11208 -34.47641 7.04338  0.49
H: 7.98254 -35.41612 6.67872  0.45
O: 12.37711 -28.94643 9.37183  -0.98
H: 11.55733 -29.42669 9.25547  0.48
H: 12.10783 -28.03389 9.47665  0.45
O: 9.53662 -32.88795 6.58109  -1.23
H: 8.61219 -32.65942 6.48399  0.33
H: 9.97286 -32.43518 5.85934  0.47
O: 11.42285 -30.44847 12.12906  -0.95
H: 11.30173 -30.50221 11.18108  0.47
H: 11.14023 -29.56287 12.35729  0.46

Calculated values
**LUMO level (spin up / spin down)**: 3.01 / 2.98 eV
**Spin multiplicity**: 2
**⟨S²⟩**: 0.75
**Net charge**: -1

Run ii
DFT (ωB97M-V/def2-TZVPD) results for a 8-piece molecular cluster, H16O8 overall.

Last column: natural (NBO) charge in e.
CARTESIAN COORDINATES (ANGSTROEM)
O: -3.09466 -0.78666 -0.39209  -0.97
H: -2.61657 -0.56971 -1.19246  0.49
H: -3.16904 0.04500 0.07592  0.46
O: 3.65325 0.56072 2.17247  -0.98
H: 3.59845 0.96365 3.03901  0.45
H: 2.90793 0.92165 1.69241  0.49
O: 1.78452 2.17102 0.96706  -1.24
H: 1.95579 3.00456 0.52874  0.44
H: 1.20296 2.39670 1.69306  0.34
O: 1.74407 -1.95926 -1.97825  -0.97
H: 1.57210 -1.22937 -1.38333  0.50
H: 2.65889 -2.19006 -1.81678  0.46
O: -1.51502 0.86804 -2.77504  -0.97
H: -0.69665 0.74822 -2.29323  0.49
H: -1.25085 0.89118 -3.69477  0.46
O: -1.42467 1.00695 1.61368  -1.18
H: -1.23545 1.81739 2.08655  0.35
H: -2.37668 1.00382 1.51421  0.43
O: 0.52129 -0.19150 -0.10043  -1.02
H: 0.96740 0.49625 0.39377  0.50
H: -0.32954 -0.28197 0.32868  0.50
O: -1.70652 -3.33866 0.20483  -0.95
H: -1.31566 -3.86953 -0.48917  0.46
H: -1.83531 -2.47843 -0.19473  0.48

Calculated values
**LUMO level (spin up / spin down)**: 3.13 / 3.02 eV
**Spin multiplicity**: 2
**⟨S²⟩**: 0.75
**Net charge**: -1

Winner for stability: run ii

Run i
DFT (ωB97M-V/def2-TZVPD) results for BH3OS as an isolated structure.

Last column: natural (NBO) charge in e.
CARTESIAN COORDINATES (ANGSTROEM)
B: -0.04402 0.12319 -0.11290  0.50
O: 0.47001 1.75939 0.77807  -0.94
S: -0.81782 0.45376 -1.63093  -0.15
H: 0.32266 -0.93147 0.49613  -0.05
H: 0.26696 1.51954 1.70988  0.46
H: -1.59855 -0.75634 -1.74818  0.18

Calculated values
**LUMO level**: -0.01 eV

Run ii
DFT (ωB97M-V/def2-TZVPD) results for a 2-piece molecular cluster, BH3OS overall.

Last column: natural (NBO) charge in e.
CARTESIAN COORDINATES (ANGSTROEM)
B: -0.48608 -0.25514 -0.20248  0.66
O: -0.16271 0.93829 -0.05893  -0.77
S: 1.15388 -1.31292 0.48708  -0.32
H: -1.04636 -1.12750 -0.90877  -0.04
H: -1.19438 2.35760 -0.93123  0.30
H: 1.73565 -0.60033 1.61432  0.17

Calculated values
**LUMO level (spin up / spin down)**: -3.25 / -3.24 eV

Run iii
DFT (ωB97M-V/def2-TZVPD) results for a 2-piece molecular cluster, BH3OS overall.

Last column: natural (NBO) charge in e.
CARTESIAN COORDINATES (ANGSTROEM)
B: 0.16168 -0.10362 0.35687  0.57
O: -1.99300 -0.14667 -0.48446  -0.97
S: 1.33700 -0.67933 -0.69526  -0.11
H: 0.21154 0.35397 1.32852  -0.11
H: -2.21474 0.81259 -0.53503  0.44
H: 2.49752 -0.23694 0.02937  0.19

Calculated values
**LUMO level**: -0.42 eV

Winner for stability: run i

Run i
DFT (ωB97M-V/def2-TZVPD) results for a 2-piece molecular cluster, C7H12N overall.

Last column: natural (NBO) charge in e.
CARTESIAN COORDINATES (ANGSTROEM)
C: 1.81484 -0.61335 1.70430  -0.46
C: 2.13481 0.15392 0.82911  0.19
C: -1.41619 -0.45315 1.02385  -0.26
C: -0.44927 -1.22014 -0.64295  -0.06
C: -1.27019 -0.15659 -0.49248  0.08
C: 2.59323 1.27431 0.02667  -0.69
C: -1.79293 0.97593 -1.32592  -0.67
N: -0.52650 -1.60369 0.76883  -0.58
H: 1.85904 -1.41352 2.52586  0.32
H: -1.09346 0.28383 1.83142  0.24
H: -2.42196 -0.61679 1.43501  0.25
H: 0.08741 -1.79267 -1.32236  0.24
H: 3.55999 1.07981 -0.10036  0.26
H: 2.46616 2.24940 0.57508  0.27
H: 1.93577 1.23922 -0.84715  0.25
H: -1.01494 1.67757 -1.76624  0.25
H: -2.47707 1.61719 -0.77687  0.25
H: -2.32446 0.52859 -2.08074  0.25
H: 0.51471 -1.22173 1.18331  0.44
H: -0.56248 -2.54379 1.14515  0.44

Calculated values
**LUMO level**: -2.85 eV
**Net charge**: +1

Run ii
DFT (ωB97M-V/def2-TZVPD) results for an isolated ion of composition C7H12N and charge +1.

Last column: natural (NBO) charge in e.
CARTESIAN COORDINATES (ANGSTROEM)
C: -2.32290 0.31475 -0.76416  -0.25
C: -2.27802 0.33043 0.66746  -0.37
C: 0.95289 -1.38802 0.00867  -0.28
C: 0.19478 0.89655 0.14392  -0.19
C: -0.59017 -1.42777 -0.11080  0.26
C: -1.03370 -0.12273 0.05405  -0.18
C: 2.68619 0.53678 -0.11023  -0.40
N: 1.35543 0.01364 -0.02698  -0.45
H: -2.80890 -0.48249 -1.28242  0.25
H: -2.03003 1.28178 -1.38773  0.28
H: -2.20550 1.21889 1.20071  0.26
H: -2.90382 -0.35896 1.34724  0.27
H: 1.20614 -2.02963 0.94021  0.26
H: 1.48350 -2.05315 -0.69753  0.27
H: 0.28829 1.79801 -0.57689  0.22
H: 0.11349 1.47144 1.18633  0.19
H: -1.31821 -2.13446 -0.28012  0.23
H: 3.38100 -0.27358 -0.12917  0.22
H: 2.88140 1.28235 -0.95255  0.21
H: 2.94816 1.12616 0.77000  0.20

Calculated values
**LUMO level**: -5.97 eV
**Net charge**: +1

Winner for stability: run ii

Run i
DFT (ωB97M-V/def2-TZVPD) results for an isolated ion of composition C5H8NO2 and charge -1.

Last column: natural (NBO) charge in e.
CARTESIAN COORDINATES (ANGSTROEM)
N: -0.84550 -0.88598 1.17775  -0.65
C: -1.86690 -0.22818 0.37239  -0.23
C: -1.17129 0.20939 -1.00964  -0.43
C: 0.18015 0.74509 -0.56755  -0.36
C: 0.62862 -0.23065 0.63503  -0.49
C: 2.21491 -0.37252 0.23616  0.81
O: 2.95572 -0.05065 1.20927  -0.69
O: 2.50913 -0.77949 -0.92921  -0.72
H: 1.04526 -1.26881 0.61172  0.39
H: -2.18341 0.75706 0.81832  0.10
H: -2.80290 -0.84066 0.17820  0.17
H: -1.01062 -0.69508 -1.47568  0.21
H: -1.68843 0.99871 -1.51765  0.19
H: 0.93755 0.67075 -1.38624  0.24
H: 0.37882 1.75702 0.05991  0.21
H: 0.71889 0.21400 1.58721  0.27

Calculated values
**LUMO level**: 4.10 eV
**Net charge**: -1

Run ii
DFT (ωB97M-V/def2-TZVPD) results for C5H8NO2 as an isolated structure.

Last column: natural (NBO) charge in e.
CARTESIAN COORDINATES (ANGSTROEM)
C: -1.26737 -0.78936 0.31909  -0.07
C: 0.42675 -1.80155 -0.28639  -0.05
C: 0.63838 0.93146 -0.29498  -0.34
C: 0.18696 -0.42546 0.21182  -0.09
C: -0.39622 1.99925 -0.30348  -0.63
N: 1.08688 0.07219 1.39078  -0.01
O: 2.24719 -0.39423 1.42071  -0.62
O: -0.95001 -2.14806 -0.09368  -0.56
H: -1.70020 -0.74223 1.31685  0.17
H: -1.79716 -0.21640 -0.42141  0.17
H: 0.79715 -1.97111 -1.42814  0.13
H: 1.28036 -2.49168 0.24358  0.18
H: 1.50868 0.94131 -0.98321  0.19
H: 0.08993 3.02609 -0.45194  0.19
H: -1.12871 1.94239 0.55649  0.20
H: -1.02262 2.06740 -1.19610  0.16

Calculated values
**LUMO level**: 4.01 eV
**Net charge**: -1

Winner for stability: run i

Run i
DFT (ωB97M-V/def2-TZVPD) results for a 2-piece molecular cluster, C5H10N2S overall.

Last column: natural (NBO) charge in e.
CARTESIAN COORDINATES (ANGSTROEM)
C: -4.18283 -0.75078 0.01479  -0.08
N: -2.98150 -0.47369 0.46183  -0.53
S: -2.43594 1.08313 0.25828  -0.21
H: -4.79621 -1.60543 0.44021  0.19
H: -4.69646 0.05085 -0.45367  0.20
H: -2.41184 -1.16774 0.86741  0.43
C: 2.95015 -0.36090 -0.36742  -0.60
C: 1.52187 0.09150 -0.54362  -0.33
C: 1.26438 1.43865 0.24260  -0.58
C: 0.65092 -0.87114 0.06761  0.34
N: -0.06620 -1.53604 0.63703  -0.40
H: 3.62729 0.45232 -0.74204  0.21
H: 3.17491 -1.33297 -0.93152  0.22
H: 3.25719 -0.59633 0.65368  0.22
H: 1.26055 0.26182 -1.69040  0.25
H: 2.14454 1.96322 -0.03071  0.20
H: 1.42605 1.44407 1.24553  0.22
H: 0.29313 1.90947 -0.12956  0.25

Calculated values
**LUMO level (spin up / spin down)**: -0.01 / 0.00 eV
**Structure (SMILES)**: C=[NH+][S-].CC(C)C#N

Run ii
DFT (ωB97M-V/def2-TZVPD) results for one molecule with the formula C5H10N2S.

Last column: natural (NBO) charge in e.
CARTESIAN COORDINATES (ANGSTROEM)
C: 1.49519 -2.00301 0.53505  -0.64
C: 0.74440 -0.70630 0.45246  0.43
N: 1.33851 0.32150 0.90220  -0.59
S: 0.67929 1.90268 0.89193  0.13
N: -0.54092 -0.90883 -0.15036  -0.48
C: -1.71143 -0.07230 0.16346  -0.25
C: -1.05505 0.01543 -1.16090  -0.07
C: -1.66222 -0.63239 -2.38635  -0.61
H: 2.49667 -1.86208 0.98384  0.23
H: 0.92494 -2.73492 1.16275  0.23
H: 1.59278 -2.43908 -0.46053  0.23
H: 1.79342 2.47737 1.42993  0.13
H: -1.58821 0.75265 0.83777  0.21
H: -2.63916 -0.63058 0.29177  0.21
H: -0.48416 0.91500 -1.31133  0.21
H: -0.84529 -0.94781 -3.10494  0.22
H: -2.20523 -1.54158 -2.08779  0.22
H: -2.36276 0.07090 -2.89769  0.22

Calculated values
**LUMO level**: 0.82 eV
**Structure (SMILES)**: C/C(=N/S)N1C[C@@H]1C

Run iii
DFT (ωB97M-V/def2-TZVPD) results for one molecule with the formula C5H10N2S.

Last column: natural (NBO) charge in e.
CARTESIAN COORDINATES (ANGSTROEM)
C: -2.89676 -1.41056 0.00047  -0.61
C: -2.94376 0.11727 0.00030  -0.43
C: -1.61103 0.80540 -0.00479  -0.20
C: -0.43208 0.17302 -0.00569  -0.06
N: 0.81516 0.83553 -0.00244  -0.26
N: 0.80537 2.23585 0.00016  -0.64
C: 2.00049 0.16255 0.00692  -0.09
S: 2.25886 -1.44789 -0.00132  -0.12
H: -2.36376 -1.76028 0.89560  0.21
H: -2.37825 -1.80006 -0.87696  0.21
H: -3.92996 -1.83277 0.00547  0.22
H: -3.48198 0.47261 0.89724  0.21
H: -3.52008 0.46732 -0.87343  0.21
H: -1.59885 1.89031 -0.01042  0.22
H: -0.34681 -0.87169 0.00263  0.23
H: 1.29706 2.57376 -0.82515  0.36
H: 1.29513 2.55815 0.83842  0.36
H: 2.84092 0.88324 0.00037  0.19

Calculated values
**LUMO level**: 0.47 eV
**Structure (SMILES)**: CC/C=C/N(N)C=S

Run iv
DFT (ωB97M-V/def2-TZVPD) results for one molecule with the formula C5H10N2S.

Last column: natural (NBO) charge in e.
CARTESIAN COORDINATES (ANGSTROEM)
C: 1.67109 2.24449 -0.13348  -0.45
C: 0.63046 1.48580 0.30714  -0.02
N: 0.22417 0.15258 0.19953  -0.30
N: -1.10796 -0.16864 0.60941  -0.48
C: -1.90180 0.10165 -0.42003  -0.41
C: 1.06328 -0.94607 0.13275  0.05
C: 0.24515 -2.24453 0.01857  -0.67
S: 2.62248 -0.77524 0.04254  -0.01
H: 2.74876 1.94025 -0.27253  0.23
H: 1.75082 3.31332 -0.35059  0.21
H: -0.21239 1.93145 0.75288  0.19
H: -1.31683 0.19552 1.66613  0.38
H: -2.98093 -0.45839 -0.42063  0.20
H: -2.25792 1.26967 -0.42153  0.16
H: -1.33881 -0.23080 -1.38424  0.23
H: -0.49464 -2.38222 0.83956  0.25
H: -0.24881 -2.27813 -1.14138  0.23
H: 0.90388 -3.15074 -0.02409  0.24

Calculated values
**LUMO level**: 0.50 eV
**Structure (SMILES)**: C=CN(NC)C(C)=S

Winner for stability: run iii